Entry 1:
Entry from OMol25: one molecule with the formula C48H74O14 (ωB97M-V/def2-TZVPD).

```
! wB97M-V def2-TZVPD RIJCOSX def2/J DEFGRID3
* xyz 0 1
C 4.34 -3.25 8.17
H 4.26 -2.74 9.13
H 5.30 -3.74 8.13
C 4.19 -2.26 7.02
H 4.22 -2.83 6.08
H 3.21 -1.77 7.08
C 5.28 -1.19 6.99
C 5.05 -0.14 8.08
H 5.91 0.52 8.18
H 4.18 0.46 7.82
H 4.87 -0.62 9.04
H 6.24 -1.68 7.17
C 5.34 -0.54 5.60
C 6.46 0.50 5.41
C 7.85 -0.09 5.66
H 7.99 -0.35 6.70
H 7.99 -0.99 5.06
H 8.61 0.63 5.38
C 6.36 1.04 3.98
C 4.97 1.62 3.74
H 4.87 1.94 2.71
H 4.81 2.48 4.40
C 3.90 0.56 4.05
O 4.07 0.05 5.35
O 4.06 -0.44 3.07
C 2.94 -1.29 2.80
C 1.92 -1.25 3.93
C 1.38 0.16 4.14
C 2.50 1.20 4.02
H 2.45 1.91 4.85
H 2.39 1.74 3.09
H 0.87 0.22 5.10
O 0.42 0.45 3.10
C -0.85 0.15 3.29
O -1.33 -0.21 4.34
C -1.61 0.36 2.00
C -1.95 1.83 1.99
C -3.09 2.32 2.43
C -3.42 3.78 2.43
H -3.89 4.05 3.37
H -4.13 4.00 1.63
H -2.53 4.38 2.28
C -4.15 1.37 2.93
O -5.43 1.94 3.05
H -5.75 2.11 2.15
C -4.19 0.17 1.97
O -4.52 0.64 0.68
C -4.07 -0.32 -0.25
C -2.90 -1.02 0.38
C -2.05 -1.84 -0.24
C -1.00 -2.58 0.43
C 0.15 -2.99 -0.11
C 0.63 -2.65 -1.49
C 1.42 -3.80 -2.09
H 2.27 -4.06 -1.46
H 0.78 -4.67 -2.19
H 1.79 -3.53 -3.08
H -0.23 -2.44 -2.14
C 1.43 -1.31 -1.44
C 2.87 -1.45 -0.98
C 3.22 -1.27 0.29
C 2.32 -0.92 1.44
H 1.37 -1.44 1.34
H 2.12 0.15 1.41
H 4.27 -1.35 0.55
C 3.90 -1.76 -2.03
H 4.29 -2.77 -1.91
H 4.74 -1.07 -1.95
H 3.47 -1.67 -3.02
H 0.90 -0.63 -0.76
O 1.35 -0.76 -2.76
C 1.58 0.62 -2.83
O 0.64 1.37 -2.10
C -0.70 1.21 -2.54
C -1.58 2.12 -1.70
H -2.56 2.21 -2.15
H -1.12 3.11 -1.66
H -1.68 1.74 -0.69
C -0.83 1.57 -4.04
H -0.61 2.63 -4.16
C 0.18 0.78 -4.88
C 1.58 1.00 -4.31
H 2.31 0.38 -4.83
H 1.85 2.05 -4.41
H -0.06 -0.30 -4.84
O 0.05 1.25 -6.20
C 0.65 0.45 -7.19
H 0.34 -0.60 -7.08
H 1.74 0.51 -7.15
H 0.30 0.83 -8.14
O -2.16 1.46 -4.51
C -2.80 0.19 -4.54
C -4.29 0.48 -4.65
H -4.62 1.08 -3.80
H -4.84 -0.46 -4.65
C -4.58 1.22 -5.96
O -5.93 0.95 -6.30
C -6.54 1.92 -7.12
H -6.57 2.89 -6.61
H -6.01 2.04 -8.07
H -7.55 1.57 -7.30
C -3.60 0.81 -7.10
O -2.65 1.80 -7.35
H -1.99 1.80 -6.63
H -4.18 0.72 -8.03
C -2.96 -0.55 -6.83
C -3.96 -1.70 -7.04
H -4.93 -1.46 -6.59
H -3.57 -2.60 -6.59
H -4.11 -1.86 -8.10
H -2.13 -0.68 -7.54
O -2.33 -0.64 -5.55
H -4.45 2.30 -5.81
H -2.59 -0.35 -3.60
H -0.99 0.16 -2.40
H 2.54 0.87 -2.35
H 0.83 -3.58 0.48
H -1.21 -2.81 1.47
H -2.17 -2.00 -1.30
C -2.84 -0.58 1.83
O -2.80 -1.70 2.67
H -2.61 -1.40 3.58
H -4.88 -1.05 -0.45
H -3.83 0.20 -1.18
H -4.94 -0.56 2.31
H -3.89 1.02 3.94
H -1.16 2.48 1.63
H -0.90 0.16 1.19
H 2.40 -1.57 4.85
H 1.09 -1.93 3.70
H 3.36 -2.30 2.72
H 6.53 0.23 3.27
H 7.12 1.81 3.82
H 6.29 1.32 6.11
H 5.50 -1.34 4.85
H 3.56 -4.00 8.13
*
```

Calculated values
Strongest force on any atom = 0.0184 hartree/bohr
Energy = -2926.74475 hartree

***

Entry 2:
Entry from OMol25: a 12-piece molecular cluster, C48H83F6N2O25 overall at a distorted geometry (ωB97M-V/def2-TZVPD).

```
! wB97M-V def2-TZVPD RIJCOSX def2/J DEFGRID3
* xyz -1 1
C 1.91 0.29 -2.23
C 1.05 1.26 -1.44
C 0.84 0.99 0.03
N -0.14 1.96 0.76
C -1.26 2.45 -0.18
C -2.18 1.31 -0.54
C -2.82 0.90 0.75
C -1.76 0.37 1.77
C -0.58 1.28 2.06
C 0.65 3.17 1.13
H 1.77 0.43 -3.30
H 1.88 -0.77 -1.95
H 2.94 0.57 -2.03
H 0.11 1.45 -1.95
H 1.52 2.24 -1.52
H 1.73 0.84 0.65
H 0.29 0.06 0.15
H -0.82 2.90 -1.07
H -1.72 3.19 0.46
H -1.62 0.57 -1.12
H -2.96 1.56 -1.26
H -3.38 -0.02 0.54
H -3.62 1.59 1.05
H -1.35 -0.52 1.27
H -2.27 -0.01 2.65
H 0.23 0.81 2.63
H -0.89 2.16 2.64
H 0.19 3.79 1.89
H 0.90 3.79 0.27
H 1.60 2.86 1.56
C 2.26 0.93 5.06
O 2.52 -0.41 5.52
O 2.30 0.90 3.70
C 1.00 1.47 5.79
F 1.30 2.00 7.00
F 0.48 2.55 5.10
F -0.05 0.66 6.01
C 2.84 -0.65 6.87
C 2.85 -2.18 7.08
H 3.04 -2.18 8.15
H 1.97 -2.75 6.77
H 3.70 -2.57 6.52
H 2.10 -0.25 7.58
H 3.81 -0.29 7.21
H 3.08 1.51 5.53
C 2.01 -3.37 -0.35
O 2.96 -2.25 -0.22
O 1.33 -3.54 0.79
C 1.19 -3.09 -1.65
F 0.23 -2.12 -1.49
F 1.91 -2.66 -2.73
F 0.46 -4.15 -2.00
C 4.21 -2.55 0.43
C 4.84 -1.20 0.65
H 5.90 -1.32 0.91
H 4.92 -0.51 -0.20
H 4.25 -0.55 1.29
H 4.80 -3.17 -0.25
H 3.96 -3.08 1.35
H 2.56 -4.31 -0.48
O -6.19 2.16 1.39
C -7.38 2.44 1.38
O -7.99 3.01 0.37
C -7.25 3.29 -0.81
C -8.15 3.64 -2.00
C -8.31 2.05 2.52
H -6.55 2.47 -0.99
H -6.46 4.04 -0.68
H -8.86 2.83 -2.16
H -7.53 3.81 -2.88
H -8.76 4.53 -1.88
H -9.35 2.12 2.23
H -8.00 2.66 3.37
H -8.12 1.03 2.84
O -3.04 -0.80 -2.99
C -4.10 -0.46 -3.48
O -4.49 0.76 -3.89
C -3.62 1.86 -3.95
C -3.92 2.59 -5.26
C -5.25 -1.44 -3.65
H -2.59 1.55 -4.15
H -3.55 2.46 -3.05
H -5.00 2.75 -5.12
H -3.87 2.05 -6.20
H -3.40 3.54 -5.13
H -5.74 -1.50 -2.68
H -4.90 -2.40 -4.00
H -5.96 -1.02 -4.36
O 5.56 -5.06 -4.57
C 6.24 -4.37 -5.30
O 6.17 -3.05 -5.36
C 5.03 -2.38 -4.81
C 5.37 -1.81 -3.43
C 7.62 -4.84 -5.79
H 4.09 -2.92 -4.82
H 4.87 -1.40 -5.25
H 5.44 -2.61 -2.69
H 4.51 -1.21 -3.13
H 6.31 -1.27 -3.54
H 7.81 -4.39 -6.76
H 7.65 -5.92 -5.85
H 8.33 -4.47 -5.05
C 0.14 -1.97 3.64
C -0.49 -3.37 3.78
C -0.22 -4.03 5.12
C -0.66 -3.20 6.23
N -0.94 -2.51 7.11
H 0.82 -1.74 4.46
H -0.64 -1.21 3.65
H 0.66 -1.78 2.70
H -0.07 -4.00 2.99
H -1.53 -3.32 3.46
H 0.85 -4.17 5.24
H -0.71 -5.00 5.08
C -5.07 -0.68 3.19
C -6.33 -0.80 4.02
O -6.03 -1.85 4.89
C -5.03 -2.60 4.34
O -4.69 -3.68 4.70
O -4.46 -1.94 3.30
H -4.50 0.17 3.55
H -5.24 -0.56 2.11
H -7.16 -0.85 3.32
H -6.19 0.20 4.44
C 4.23 2.51 3.13
C 5.54 1.89 2.64
O 5.33 1.88 1.22
C 4.17 2.46 0.89
O 3.76 2.39 -0.23
O 3.64 3.02 1.96
H 4.37 3.30 3.86
H 3.57 1.73 3.52
H 5.76 0.89 3.02
H 6.46 2.45 2.81
C 5.35 1.80 -2.79
C 6.19 1.80 -4.07
O 5.11 1.73 -5.03
C 3.98 2.25 -4.47
O 2.92 2.54 -4.95
O 4.13 2.34 -3.18
H 5.81 2.56 -2.15
H 5.30 0.83 -2.30
H 6.80 0.91 -4.10
H 6.73 2.73 -4.23
C -2.82 -3.04 -0.58
C -1.95 -4.13 0.00
O -2.97 -4.92 0.65
C -4.18 -4.48 0.42
O -5.20 -4.95 0.87
O -4.17 -3.51 -0.51
H -2.57 -2.85 -1.63
H -2.73 -2.09 -0.05
H -1.26 -3.73 0.74
H -1.31 -4.75 -0.63
C 0.55 4.20 -5.65
C -0.20 3.01 -5.12
O -0.49 3.29 -3.75
C 0.20 4.44 -3.44
O 0.29 4.88 -2.32
O 0.70 5.01 -4.50
H 0.02 4.78 -6.41
H 1.53 4.00 -6.07
H 0.39 2.10 -5.26
H -1.12 2.91 -5.70
*
```

Calculated values
Strongest force on any atom = 0.0671 hartree/bohr
Energy = -4468.44740 hartree

***

Entry 3:
Entry from OMol25: a 8-piece molecular cluster, C48H90F2IN5O22PSi overall at a distorted geometry (ωB97M-V/def2-TZVPD).

```
! wB97M-V def2-TZVPD RIJCOSX def2/J DEFGRID3
* xyz 1 1
C -0.55 -4.73 3.91
C -1.55 -3.98 4.95
C -2.71 -3.14 4.22
C -3.63 -4.01 3.22
C -4.05 -3.18 1.89
C -5.25 -4.01 1.20
C -6.52 -3.12 0.78
C -7.06 -2.13 1.92
C -6.98 -2.72 3.41
C -8.12 -2.06 4.33
C -7.82 -0.47 4.59
C -6.49 -0.42 5.47
C -6.11 1.03 6.06
C -4.55 1.27 5.79
N -4.21 1.93 4.51
N -5.29 2.20 3.65
C -3.00 2.29 4.06
N -2.93 2.97 2.77
C -1.49 3.19 2.71
P -0.99 4.05 1.11
O -2.22 4.80 0.55
N -0.81 2.69 3.87
C 0.66 2.78 4.06
F 1.03 3.38 5.33
F 1.34 3.58 3.10
C 1.30 1.28 3.90
C 2.22 1.12 2.59
Si 2.29 -0.80 2.22
C 0.49 -1.40 1.97
C 3.23 -0.97 0.54
C 3.30 -1.78 3.51
C 2.56 -2.62 4.61
C 3.35 -3.48 5.66
C 4.90 -3.56 5.68
C 5.66 -2.70 4.61
C 4.86 -1.84 3.56
N -1.73 2.09 4.71
I -1.19 1.16 6.48
H 0.44 -4.93 4.45
H -0.36 -4.01 3.05
H -1.02 -5.71 3.54
H -2.00 -4.82 5.60
H -0.91 -3.34 5.66
H -2.22 -2.31 3.58
H -3.35 -2.59 5.02
H -4.57 -4.31 3.82
H -3.12 -5.00 2.95
H -3.12 -3.08 1.22
H -4.36 -2.14 2.26
H -5.61 -4.89 1.86
H -4.82 -4.46 0.23
H -6.18 -2.46 -0.11
H -7.34 -3.82 0.35
H -8.19 -1.96 1.70
H -6.50 -1.12 1.90
H -5.92 -2.63 3.83
H -7.21 -3.85 3.38
H -8.06 -2.54 5.38
H -9.16 -2.24 3.89
H -7.69 -0.02 3.54
H -8.74 0.00 5.09
H -6.61 -1.14 6.36
H -5.63 -0.77 4.81
H -6.80 1.88 5.74
H -6.23 0.95 7.21
H -4.17 1.96 6.65
H -4.02 0.26 5.97
H -5.20 1.68 2.77
H -5.42 3.21 3.52
H 0.20 4.86 1.20
H -0.68 3.00 0.15
H 0.39 0.58 3.92
H 1.92 1.06 4.83
H 1.75 1.57 1.63
H 3.30 1.47 2.74
H 0.40 -2.42 1.45
H -0.14 -1.37 2.94
H -0.01 -0.64 1.26
H 2.63 -0.33 -0.22
H 3.28 -2.06 0.19
H 4.27 -0.48 0.63
H 1.42 -2.62 4.62
H 2.72 -4.08 6.39
H 5.41 -4.22 6.45
H 6.80 -2.75 4.62
H 5.48 -1.26 2.78
C -9.80 0.71 -1.86
O -11.13 0.32 -1.51
C -11.20 -0.79 -0.76
O -10.26 -1.45 -0.38
O -12.49 -1.03 -0.50
C -12.72 -2.20 0.30
H -9.87 1.62 -2.46
H -9.21 0.93 -0.96
H -9.32 -0.07 -2.46
H -12.25 -2.09 1.28
H -12.36 -3.09 -0.21
H -13.80 -2.30 0.44
C 3.83 4.56 3.21
O 4.85 4.78 2.24
C 6.06 5.06 2.76
O 6.32 5.13 3.94
O 6.92 5.23 1.75
C 8.25 5.53 2.16
H 2.90 4.35 2.68
H 4.07 3.70 3.84
H 3.68 5.46 3.82
H 8.67 4.71 2.75
H 8.28 6.47 2.72
H 8.86 5.65 1.26
C 7.51 1.26 -0.47
O 8.18 0.00 -0.41
C 8.18 -0.68 -1.56
O 7.67 -0.32 -2.60
O 8.83 -1.84 -1.36
C 8.91 -2.68 -2.51
H 7.57 1.72 0.51
H 8.00 1.92 -1.19
H 6.46 1.13 -0.73
H 9.46 -2.18 -3.31
H 7.91 -2.97 -2.85
H 9.46 -3.58 -2.23
C 7.76 -1.40 -5.59
O 7.01 -2.41 -6.27
C 5.77 -2.04 -6.62
O 5.27 -0.96 -6.41
O 5.19 -3.08 -7.24
C 3.85 -2.82 -7.67
H 8.74 -1.81 -5.35
H 7.89 -0.52 -6.23
H 7.27 -1.12 -4.65
H 3.83 -2.00 -8.40
H 3.21 -2.60 -6.82
H 3.48 -3.73 -8.16
C 0.37 4.43 -5.79
O -1.02 4.39 -5.47
C -1.29 4.32 -4.16
O -0.47 4.28 -3.27
O -2.62 4.29 -4.00
C -3.04 4.21 -2.64
H 0.46 4.49 -6.87
H 0.84 5.31 -5.35
H 0.87 3.52 -5.45
H -2.71 5.08 -2.08
H -2.68 3.29 -2.18
H -4.13 4.19 -2.63
C 5.68 -6.79 -9.27
O 4.93 -7.80 -9.95
C 3.69 -7.43 -10.30
O 3.19 -6.35 -10.08
O 3.10 -8.46 -10.92
C 1.77 -8.20 -11.35
H 6.66 -7.20 -9.04
H 5.81 -5.92 -9.91
H 5.19 -6.52 -8.33
H 1.75 -7.38 -12.07
H 1.13 -7.98 -10.50
H 1.40 -9.10 -11.84
C 4.72 9.81 -5.58
O 4.26 8.57 -5.06
C 3.21 8.68 -4.23
O 2.65 9.70 -3.92
O 2.88 7.44 -3.82
C 1.76 7.40 -2.93
H 5.58 9.61 -6.23
H 3.95 10.30 -6.17
H 5.06 10.47 -4.77
H 0.86 7.79 -3.42
H 1.98 7.96 -2.02
H 1.58 6.36 -2.66
*
```

Calculated values
Strongest force on any atom = 0.1359 hartree/bohr
Energy = -4939.70839 hartree

***

no.,HOMO-LUMO gap (eV)
1,9.20
2,6.01
3,5.75